A molecular structure, C67H75As2ClGeN3OTi in a non-equilibrium geometry, computed with ωB97M-V/def2-TZVPD.

```
151
Properties=species:S:1:pos:R:3:forces:R:3
H 2.441 3.798 -5.243 0.026 0.027 0.006
C 1.735 1.101 -4.074 0.105 0.089 0.064
C -2.465 3.653 3.810 0.062 -0.030 0.006
Ti -0.161 -0.224 -1.595 0.345 -1.884 1.253
H 2.772 0.845 -4.268 -0.005 -0.030 0.034
H 4.058 4.531 5.329 0.014 -0.006 -0.046
C -6.576 0.579 -3.176 0.022 0.085 0.015
Ge -2.438 -1.534 -1.766 -0.929 -0.828 -0.158
H -0.590 2.617 -1.124 -0.045 0.039 -0.007
As -3.965 -0.382 1.816 -0.198 -0.067 -0.109
H -6.280 -1.374 1.892 0.058 -0.010 -0.001
H 7.027 -4.088 1.104 -0.005 0.003 -0.009
H -2.671 2.751 -2.910 -0.014 -0.021 0.014
C -3.451 1.346 2.576 0.200 0.040 -0.018
O 5.400 4.968 0.552 0.009 0.033 -0.082
C -4.251 -0.819 -2.327 0.276 0.237 0.162
H 1.623 6.287 0.424 -0.023 -0.008 0.001
C -5.645 1.197 -2.394 -0.110 0.082 -0.009
H -0.709 3.351 2.636 -0.039 -0.018 0.067
H 3.748 5.683 3.221 -0.013 0.021 -0.016
H 5.510 2.391 1.270 -0.040 -0.034 0.003
H 0.742 -8.519 0.910 0.027 0.012 -0.006
As -1.045 0.996 0.859 0.499 0.604 0.388
H 6.397 3.164 3.195 0.009 0.025 -0.013
H 0.366 0.097 2.700 -0.008 0.013 0.021
H 1.097 4.565 2.135 0.005 0.012 0.025
C -5.886 -0.419 2.242 0.061 0.044 0.035
H 2.910 3.378 7.171 0.004 -0.017 0.010
C -0.902 2.743 -0.087 0.020 -0.027 0.015
C -1.995 -2.810 -3.282 0.195 0.209 -0.024
N 1.607 0.924 -1.083 0.556 0.561 0.251
H 2.118 4.430 -3.635 0.020 0.006 0.010
C -3.340 -1.355 3.402 0.029 -0.141 -0.027
H -4.327 3.701 4.866 -0.049 -0.003 -0.046
C -3.472 -5.072 1.324 -0.020 -0.018 0.058
C 1.126 -5.486 -0.586 -0.203 -0.397 0.066
H 1.424 3.044 -1.350 -0.008 -0.029 0.066
C -4.216 2.041 3.510 -0.031 -0.027 0.072
C 0.580 0.883 1.975 -0.139 -0.054 0.084
C -2.914 -2.894 -0.369 0.062 0.133 0.000
C 3.047 4.904 1.283 -0.045 0.086 0.014
C -5.256 -1.490 -3.096 -0.198 0.126 -0.068
H -1.325 -0.325 -4.071 -0.003 -0.051 0.227
H -7.457 1.104 -3.528 0.000 0.027 0.045
C -0.951 1.768 -3.764 -0.078 -0.009 0.167
H -5.026 -2.912 -0.765 -0.040 -0.038 0.004
C 2.390 3.528 -4.186 -0.002 -0.058 0.066
H -3.687 -5.931 1.948 0.021 0.009 0.020
H 2.378 3.650 2.939 -0.043 -0.068 0.008
C 3.301 -4.219 -0.048 0.451 -0.039 0.078
C 4.617 1.333 4.391 -0.018 0.031 -0.010
H -2.383 -2.460 -4.243 -0.020 0.013 0.013
H 5.546 -2.134 1.447 -0.030 0.004 0.021
C 3.361 1.424 6.424 0.055 0.082 -0.076
H 6.140 -6.101 -0.030 -0.019 -0.006 -0.001
C 2.018 3.998 1.970 0.154 0.179 -0.221
H -5.774 2.232 -2.096 -0.021 -0.008 -0.020
C 4.037 3.447 5.340 -0.001 0.005 0.014
H 1.775 3.130 1.354 0.055 0.158 0.129
H -1.047 -8.716 -0.786 -0.012 0.018 0.013
C -4.215 -3.380 -0.220 0.040 0.053 -0.064
C 1.307 -3.070 -0.834 0.799 -1.139 0.183
C 1.998 2.188 -1.046 0.210 -0.029 0.066
H -0.278 3.793 -3.805 -0.013 0.007 0.027
H 1.897 -1.295 -5.207 -0.046 0.031 -0.021
C 5.160 -3.030 0.974 0.083 -0.006 -0.011
H 2.527 6.654 2.423 -0.010 -0.006 0.036
C 5.333 3.409 3.166 -0.080 -0.057 -0.024
H -3.788 -2.346 3.408 0.012 -0.095 -0.014
N 3.736 1.022 -0.394 0.124 -0.001 0.131
H -2.257 -1.468 3.354 0.016 -0.016 -0.026
C -3.731 3.182 4.125 -0.041 0.048 0.043
C 4.652 2.724 4.326 0.032 0.039 0.030
C 3.390 2.806 6.388 -0.045 -0.020 0.043
H -6.076 -0.334 3.312 0.007 0.001 0.002
H -8.006 -3.256 -5.240 -0.017 0.015 0.015
C -2.183 -4.568 1.237 -0.055 -0.008 0.061
H 1.885 4.872 -0.581 0.010 0.089 -0.050
C 1.211 -1.332 -4.357 0.091 0.078 -0.187
H 3.386 3.211 -3.877 0.002 0.015 -0.001
H -4.353 -3.438 -3.033 0.034 -0.045 -0.051
H 2.780 -0.827 -0.608 -0.108 -0.004 -0.054
H -0.110 -4.778 -2.176 -0.080 0.097 -0.090
H 5.135 3.048 -0.829 -0.048 -0.047 -0.065
C -4.492 0.495 -1.993 0.058 -0.277 0.153
C -0.698 -6.746 -1.576 -0.066 -0.070 0.009
C 2.727 0.245 -0.673 0.124 -0.073 -0.049
H 4.179 6.692 1.822 0.009 0.031 0.024
C -6.408 -0.777 -3.539 0.134 -0.159 0.068
C 4.315 4.085 0.829 -0.150 -0.232 0.091
H -8.260 -0.880 -4.637 0.016 0.002 -0.029
H -2.376 -3.815 -3.112 -0.005 -0.014 0.086
H 3.916 2.296 1.959 0.028 -0.006 -0.002
H 0.345 -1.925 -4.643 0.035 -0.017 0.025
C 1.338 -6.561 0.291 -0.007 0.190 -0.057
H -2.078 4.545 4.286 0.012 -0.001 0.008
C 3.975 0.679 5.428 -0.014 -0.053 0.006
C 0.779 -1.974 -1.135 -1.281 2.109 -0.415
H -2.610 2.766 -4.668 0.011 0.007 -0.002
H -3.043 1.280 -3.810 -0.021 0.043 -0.003
H 5.264 4.487 3.309 0.061 -0.006 0.021
H 3.948 -0.402 5.469 0.008 0.001 0.009
H -0.907 -3.097 0.347 0.018 -0.086 0.010
H 3.841 4.144 -1.291 -0.057 -0.080 -0.060
H 0.824 1.799 2.510 -0.152 -0.152 0.009
H 2.094 -6.479 1.061 0.077 -0.014 -0.030
C 3.415 6.044 2.249 -0.001 -0.130 -0.022
H -1.505 -6.809 -2.298 0.033 0.036 -0.009
C 5.995 -4.121 0.779 0.050 0.005 -0.014
C 0.076 -5.603 -1.506 0.214 0.013 0.016
Cl 2.556 0.615 7.729 -0.036 -0.028 0.034
C -4.492 -4.461 0.607 -0.080 0.045 0.040
N 3.257 2.268 -0.607 -0.284 -0.152 -0.484
H -5.198 1.672 3.783 0.000 0.013 -0.029
H 1.432 0.558 1.386 -0.011 0.012 0.004
H -3.601 -0.817 4.314 -0.064 -0.015 -0.030
H -1.910 3.158 -0.085 -0.007 0.006 -0.029
C -0.571 0.409 -3.810 0.357 0.180 -1.252
C -1.694 2.970 2.886 0.123 0.071 -0.094
H -0.910 -2.879 -3.356 -0.001 -0.096 0.026
C 0.563 -7.706 0.217 -0.046 -0.076 0.013
H -6.409 0.376 1.710 0.050 0.013 -0.012
H 1.713 -1.839 -3.538 0.016 -0.046 0.031
H -1.383 -5.025 1.807 0.029 -0.003 -0.030
C -2.403 2.157 -3.786 0.053 -0.030 -0.052
C 1.376 2.434 -3.986 -0.095 -0.007 -0.153
C 4.171 -5.302 -0.261 -0.154 0.172 -0.020
C -7.254 -2.759 -4.641 -0.071 0.060 -0.029
H 3.120 6.154 -0.499 -0.045 -0.010 -0.063
C 5.491 -5.253 0.152 0.059 0.011 0.019
C 4.754 2.973 1.798 0.129 0.134 0.036
C 0.794 0.074 -3.987 -0.210 -0.197 -0.493
C 0.025 2.750 -3.813 0.155 -0.032 0.077
H -0.235 3.441 0.419 -0.052 -0.028 -0.058
C -6.140 -3.484 -4.174 0.074 -0.011 0.036
C 4.146 3.407 -0.553 0.256 0.445 0.199
H 5.103 0.749 3.617 -0.030 -0.025 -0.002
C 3.838 -3.079 0.569 -0.122 -0.103 0.048
H -3.746 1.019 -1.403 -0.008 0.068 0.052
C -2.176 1.823 2.261 -0.385 -0.297 -0.127
C -5.179 -2.868 -3.423 -0.032 -0.036 -0.008
C -0.451 -7.814 -0.725 -0.021 0.002 0.027
C 1.912 -4.250 -0.503 -0.633 0.919 -0.220
C -1.916 -3.486 0.408 0.055 0.092 -0.055
H 3.188 -2.235 0.765 -0.038 -0.058 0.041
H 3.805 -6.172 -0.788 -0.029 -0.072 0.046
C 2.383 5.588 0.075 0.136 -0.062 0.103
H -5.508 -4.831 0.688 0.010 -0.002 -0.008
H 5.854 5.176 1.374 -0.016 0.039 0.032
H -6.055 -4.538 -4.406 0.024 0.001 0.026
C -7.388 -1.440 -4.317 -0.035 -0.048 -0.045
```
Positions in Å, forces in eV/Å.

- gap between HOMO and LUMO (alpha / beta) (eV) = 5.3732 / 5.0650
- 2S+1 = 2
- HOMO energy (alpha / beta) (eV) = -5.6 / -5.5
- ⟨S²⟩ = 0.78